{"formula": "C3H3P", "method": "ωB97M-V/def2-TZVPD", "gap_ha": 0.3942, "total_energy_ev": -12444.0204, "total_charge": 0, "lumo_ev": 0.51, "species": ["C", "C", "H", "H", "C", "P", "H"], "coordinates": [[-0.70743, 0.73166, 1.03739], [-1.87135, 0.99133, 1.09613], [0.33320, 0.61273, 0.98817], [-2.91578, 1.09078, 1.14936], [1.83431, -1.08823, -1.32021], [0.70482, -1.52328, -2.28250], [2.62222, -0.81498, -0.66833]], "mulliken_charge": [-0.39, -0.39, 0.38, 0.39, -0.08, -0.33, 0.42]}

---

{"formula": "C22H41BIrN7P", "method": "ωB97M-V/def2-TZVPD", "gap_ha": [0.2262, 0.2003], "s_squared": 8.7983, "total_energy_ev": -46692.8662, "total_charge": 2, "lumo_ev": [-4.90, -9.33], "multiplicity": 6, "species": ["H", "N", "B", "N", "C", "Ir", "H", "C", "H", "C", "H", "C", "H", "H", "H", "N", "N", "N", "N", "C", "C", "H", "H", "C", "C", "C", "C", "H", "H", "H", "H", "H", "C", "C", "C", "C", "P", "N", "C", "C", "C", "C", "C", "C", "C", "C", "H", "H", "H", "H", "H", "H", "H", "H", "H", "H", "H", "H", "H", "H", "H", "H", "H", "H", "H", "H", "H", "H", "H", "H", "H", "H", "H"], "coordinates": [[-0.47302, 2.85605, -0.56595], [0.14388, 1.60250, -2.17895], [0.72468, 0.69072, -4.45892], [0.71143, 1.85382, -3.41594], [1.03110, 3.14681, -3.49954], [-0.58130, -0.27604, -1.54374], [1.42250, 3.53374, -4.43973], [0.66636, 3.75660, -2.31839], [0.73482, 4.80621, -2.08339], [0.08225, 2.77448, -1.51724], [1.17672, 1.04975, -5.51051], [-1.46043, -2.02350, -1.35626], [-1.63413, -2.45693, -0.33960], [-0.48988, -2.48450, -1.68833], [-2.23430, -2.33984, -2.05920], [-0.76557, 0.19571, -4.51417], [1.59579, -0.39754, -3.78062], [-1.43051, -0.14982, -3.35127], [1.22471, -0.84402, -2.52968], [-1.66083, 0.17644, -5.54645], [2.74408, -0.98399, -4.15116], [-1.29107, 0.42978, -6.52595], [3.11222, -0.80623, -5.15685], [-2.89489, -0.18649, -5.03420], [3.15143, -1.81584, -3.10576], [-2.75884, -0.37804, -3.66131], [2.19588, -1.67761, -2.09951], [-3.81712, -0.31853, -5.59588], [3.98351, -2.49085, -3.10348], [-3.45906, -0.67544, -2.89807], [2.12298, -2.13493, -1.11183], [-2.03799, -0.47218, -0.93542], [-1.86475, 0.82442, 3.68340], [-1.73399, 0.45656, 2.19313], [-2.75000, -0.64270, 1.84721], [-2.11199, 1.67858, 1.34121], [0.01512, -0.11297, 1.78128], [0.12690, -0.02555, 0.15910], [1.30475, 1.11781, 2.41046], [1.52071, 1.07659, 3.94445], [2.57601, 0.80984, 1.60257], [0.89973, 2.54629, 2.03669], [0.44900, -1.86267, 2.50225], [0.77512, -2.78827, 1.33162], [1.68570, -1.89555, 3.40976], [-0.70364, -2.48471, 3.30676], [-2.91777, 1.11062, 3.84328], [-1.24692, 1.67967, 3.98100], [-1.65437, -0.01617, 4.36099], [-3.74277, -0.18314, 1.72548], [-2.51685, -1.15094, 0.90881], [-2.84408, -1.38567, 2.64560], [-1.60555, 2.59880, 1.65250], [-1.89237, 1.48701, 0.28271], [-3.19289, 1.84063, 1.43635], [2.34527, 0.41855, 4.25007], [1.81238, 2.08574, 4.28988], [0.62256, 0.79949, 4.50381], [2.28275, 0.62427, 0.56290], [3.23728, 1.69007, 1.62494], [3.15464, -0.04328, 1.97497], [0.70220, 2.62122, 0.95752], [0.04082, 2.90912, 2.61432], [1.74295, 3.21439, 2.26309], [1.64552, -2.41350, 0.78419], [1.02319, -3.79064, 1.71647], [-0.07596, -2.88775, 0.65078], [1.53943, -1.37257, 4.35809], [1.86734, -2.95330, 3.66199], [2.58936, -1.53301, 2.90661], [-1.01792, -1.83612, 4.14294], [-1.55917, -2.73889, 2.67718], [-0.36312, -3.43255, 3.75097]], "mulliken_charge": [0.61, -0.35, 0.14, 0.02, 0.04, 0.35, 0.48, -1.36, 0.45, -0.31, -0.05, -1.38, 0.36, 0.47, 0.75, -0.22, -0.09, 0.36, -0.15, -0.24, -0.08, 0.50, 0.49, -0.95, -1.18, -0.07, 0.00, 0.44, 0.48, 0.50, 0.20, -0.01, -1.79, 1.78, -1.74, -1.40, 0.38, 1.40, 1.78, -1.93, -1.50, -2.10, 2.13, -2.15, -1.89, -1.77, 0.52, 0.36, 0.17, 0.56, 0.25, 0.44, 0.27, 0.11, 0.63, 0.46, 0.44, 0.38, 0.25, 0.49, 0.27, 0.35, 0.31, 0.72, 0.38, 0.59, 0.30, 0.43, 0.57, 0.22, 0.28, 0.35, 0.52]}

---

{"formula": "C7H12Cl2Si", "method": "ωB97M-V/def2-TZVPD", "gap_ha": [0.2390, 0.2401], "total_energy_ev": -40372.2759, "total_charge": 0, "lumo_ev": [-1.24, -1.00], "species": ["C", "C", "C", "C", "C", "C", "C", "Si", "Cl", "Cl", "H", "H", "H", "H", "H", "H", "H", "H", "H", "H", "H", "H"], "coordinates": [[0.71168, 0.02544, -2.78789], [-0.62698, 0.51763, -3.01546], [1.25014, -0.11714, -1.43461], [1.43832, -0.11722, -4.05613], [-1.20627, -1.10213, 0.37108], [-0.31803, 1.66594, 0.44837], [1.49600, -0.71566, 1.65920], [0.39467, -0.08614, 0.24175], [0.65912, 0.20520, -5.57247], [3.06693, -0.72751, -4.05822], [-0.96443, 0.97886, -3.91277], [-1.19566, 0.56734, -2.11139], [2.25919, 0.05871, -1.31130], [-2.14362, -0.61817, 0.04312], [-1.35019, -2.03264, -0.33264], [-1.42577, -1.53987, 1.41099], [-0.39658, 2.02784, 1.45667], [0.31509, 2.36988, 0.05666], [-1.29533, 1.74493, 0.04199], [1.02183, -0.99978, 2.53951], [2.13303, -1.63033, 1.34028], [2.31997, 0.05068, 2.05382]], "mulliken_charge": [0.68, -1.17, -0.66, 0.44, -1.10, -1.29, -1.08, 0.39, -0.18, -0.16, 0.39, 0.17, 0.46, 0.36, 0.33, 0.27, 0.39, 0.44, 0.37, 0.38, 0.29, 0.27]}